A molecular structure, C10H20O5Rb. Source: OMol25; level of theory: wB97M-V/def2-TZVPD.

Atoms and positions in Å:
Rb (-0.2348, 0.1836, -2.2290)
C (-0.0992, 2.7195, 0.5102)
C (0.0117, 1.7295, 1.6520)
O (-0.4335, 0.4240, 1.3037)
C (-1.7853, 0.0996, 1.6026)
C (-2.7034, 0.2375, 0.4079)
O (-2.2057, -0.3910, -0.7697)
C (-2.3049, -1.8136, -0.8645)
C (-1.0706, -2.5396, -0.3611)
O (0.0798, -2.0805, -1.0720)
C (1.2843, -2.0768, -0.2944)
C (2.4082, -1.4705, -1.1027)
O (2.1552, -0.1068, -1.4721)
C (2.4809, 0.8591, -0.4709)
C (1.8533, 2.1875, -0.8402)
O (0.4277, 2.2240, -0.7145)
H (0.4026, 3.6501, 0.7944)
H (-1.1408, 2.9592, 0.3023)
H (-0.5469, 2.1223, 2.5075)
H (1.0482, 1.6303, 1.9731)
H (-2.1770, 0.7303, 2.4080)
H (-1.7890, -0.9243, 1.9747)
H (-2.8312, 1.2853, 0.1429)
H (-3.6888, -0.1612, 0.6686)
H (-2.4565, -2.0337, -1.9220)
H (-3.1793, -2.1774, -0.3194)
H (-1.2067, -3.6118, -0.5185)
H (-0.9281, -2.3714, 0.7077)
H (1.5680, -3.0950, -0.0164)
H (1.1093, -1.5037, 0.6214)
H (2.5443, -2.0227, -2.0303)
H (3.3334, -1.5443, -0.5276)
H (3.5655, 0.9838, -0.4189)
H (2.1242, 0.5197, 0.5031)
H (2.0752, 2.3953, -1.8882)
H (2.3099, 2.9835, -0.2474)

**Total charge**: +1
**Kohn-Sham gap**: 10.70 eV
**E_LUMO**: -2.397 eV
**HOMO level**: -13.10 eV


A molecular structure, C10H20OP2. Source: OMol25; level of theory: wB97M-V/def2-TZVPD.

Atoms and positions in Å:
C (-1.3872, -0.5105, -0.4454)
C (1.2142, -0.5594, 0.5415)
C (-3.9188, 0.0973, -0.7490)
C (-1.9333, 0.8155, -2.4369)
C (-2.1637, 1.7750, -0.1779)
C (2.9853, 1.1464, 0.8843)
C (3.7012, -1.1787, 0.6765)
C (2.5613, -0.4870, 2.7229)
C (-2.4154, 0.5794, -0.9999)
C (2.5470, -0.3442, 1.1985)
O (-2.3567, -2.2452, -2.1335)
P (-0.3535, -0.3162, 1.0527)
P (-1.2233, -2.0883, -0.9182)
H (1.2676, -0.4780, -0.5527)
H (-3.9931, -0.3359, 0.2572)
H (-4.6233, 0.8962, -0.8763)
H (-3.7694, -0.7694, -1.3939)
H (-2.1975, -0.0847, -3.0556)
H (-0.8263, 1.1037, -2.4489)
H (-2.6206, 1.5331, -3.0066)
H (-1.9864, 1.4527, 0.8080)
H (-3.0937, 2.4092, -0.0955)
H (-1.3664, 2.3620, -0.4180)
H (3.2007, 1.2125, -0.1784)
H (3.7383, 1.2951, 1.7075)
H (2.0916, 1.7885, 1.2520)
H (4.2084, -0.7895, -0.2751)
H (4.6527, -1.5290, 1.1981)
H (3.3024, -2.2541, 0.5472)
H (1.7694, 0.1728, 3.2866)
H (3.5234, -0.1692, 3.2048)
H (2.3930, -1.4782, 2.9386)
H (-2.9281, -3.0217, -2.1145)

**Energy relative to the best compared isomer or geometry (same formula, charge and spin)**: 0.95 kcal/mol
**Kohn-Sham gap (spin up / spin down)**: 5.96 / 6.56 eV
**E_LUMO (spin up / spin down)**: 0.254 / -2.230 eV
**Multiplicity**: 3
**HOMO level (spin up / spin down)**: -5.71 / -8.79 eV


3 unconnected molecules or ions with the total composition C10H21BF6O10P3. Source: OMol25; level of theory: wB97M-V/def2-TZVPD.

Atoms and positions in Å:
C (-6.3765, -0.2392, 0.6612)
C (-5.5769, -1.4434, 0.1633)
O (-4.2375, -0.9980, -0.1759)
B (-3.2095, -1.6865, 0.2414)
O (-3.1355, -2.7799, 1.0211)
P (-1.4817, -0.9279, -0.3212)
O (-1.2937, -1.1828, -1.8749)
P (-1.5760, 1.2174, 0.1452)
P (0.3067, 1.6784, 1.1556)
O (0.4718, 3.1021, 1.1472)
O (0.2067, 1.0161, 2.5610)
O (1.4804, 0.8634, 0.4832)
H (-5.7193, 0.6040, 0.7901)
H (-6.7991, -0.4453, 1.6308)
H (-7.1789, 0.0170, -0.0089)
H (-5.5956, -2.1912, 0.9369)
H (-6.0389, -1.7801, -0.7454)
H (-3.5626, -3.5574, 0.6296)
H (-0.3991, -1.4959, 0.3703)
H (-0.3421, -1.1421, -2.0815)
H (-1.6175, 1.9000, -1.0840)
H (-0.3841, 1.5320, 3.1346)
H (1.2161, 0.5680, -0.3987)
C (0.2507, 4.7102, -3.6848)
C (1.2755, 4.0466, -4.5782)
O (1.3921, 2.6335, -4.2861)
C (0.4635, 1.8503, -4.8023)
O (-0.4626, 2.1729, -5.4798)
C (0.7671, 0.3900, -4.4283)
F (1.0708, 0.2653, -3.0974)
F (1.8074, -0.0741, -5.1180)
F (-0.2798, -0.4023, -4.6554)
H (0.4885, 4.5321, -2.6351)
H (0.2333, 5.7833, -3.8639)
H (-0.7478, 4.3146, -3.8695)
H (2.2622, 4.4632, -4.3960)
H (1.0466, 4.1890, -5.6323)
C (2.1749, -0.9104, 4.2603)
C (3.4605, -0.8729, 3.4626)
O (4.3351, -1.9545, 3.8271)
C (4.0471, -3.1279, 3.2858)
O (3.1446, -3.3584, 2.5346)
C (5.0811, -4.1764, 3.7305)
F (5.2993, -4.1069, 5.0510)
F (6.2459, -3.9629, 3.0967)
F (4.6570, -5.4052, 3.4352)
H (2.3862, -0.9106, 5.3296)
H (1.5593, -0.0477, 4.0217)
H (1.6026, -1.8126, 4.0446)
H (4.0106, 0.0402, 3.6766)
H (3.2710, -0.8973, 2.3901)

**Total charge**: +1
**Kohn-Sham gap**: 8.85 eV
**E_LUMO**: -4.376 eV
**HOMO level**: -13.23 eV


A molecular structure, C10H21BF7N2O20S6Zr. Source: OMol25; level of theory: wB97M-V/def2-TZVPD.

Atoms and positions in Å:
Zr (-9.3601, 13.7000, 11.9570)
N (-10.7974, 12.1973, 11.7864)
S (-10.8723, 10.6828, 12.2140)
O (-11.0014, 9.6804, 11.2083)
O (-11.3490, 10.4532, 13.5372)
F (-9.2596, 10.5285, 12.4319)
S (-12.4569, 12.2957, 11.1972)
O (-12.7329, 13.6849, 11.3391)
O (-13.4478, 11.3114, 11.4998)
F (-12.1445, 12.0910, 9.6707)
N (-7.7253, 13.0922, 10.8656)
S (-7.6646, 11.9613, 9.5859)
O (-7.2633, 10.6302, 9.9298)
O (-7.4594, 12.4540, 8.2647)
F (-9.2586, 11.8488, 9.5601)
S (-6.1268, 13.0670, 10.9328)
O (-5.3272, 13.6738, 9.9211)
O (-5.6314, 12.0068, 11.7832)
F (-6.0859, 14.2587, 12.0187)
B (-8.6364, 13.1541, 13.9256)
H (-8.1209, 12.4760, 13.1935)
H (-8.2679, 13.0102, 15.0010)
H (-8.3568, 14.1718, 13.5561)
H (-9.7382, 12.9816, 13.8428)
O (-12.7401, 15.5168, 9.1415)
C (-12.0286, 14.7776, 8.2396)
C (-10.5493, 14.5503, 8.7615)
O (-10.3311, 14.5200, 10.1342)
H (-11.8742, 15.3319, 7.2926)
H (-12.6189, 13.8957, 7.9493)
H (-9.9370, 15.3611, 8.3548)
H (-10.2293, 13.6225, 8.2670)
C (-6.8870, 16.2407, 8.5712)
C (-7.6385, 17.3304, 9.3165)
O (-7.1610, 17.5502, 10.6496)
C (-7.5598, 16.7991, 11.6202)
O (-8.2653, 15.8280, 11.4993)
C (-7.0362, 17.2898, 12.9891)
F (-8.0045, 17.2041, 13.9094)
F (-6.0947, 16.4031, 13.3931)
F (-6.4788, 18.4810, 12.9452)
H (-7.2642, 16.2326, 7.5494)
H (-7.0566, 15.2842, 9.0624)
H (-5.8073, 16.3788, 8.5209)
H (-8.7225, 17.1915, 9.3406)
H (-7.5503, 18.2709, 8.7697)
C (-3.4776, 12.4674, 14.4220)
C (-4.8452, 12.5374, 15.1380)
O (-4.6770, 11.8441, 16.3764)
S (-3.5011, 10.7390, 16.2385)
O (-3.9979, 9.6194, 15.4892)
O (-2.8324, 10.5995, 17.5003)
O (-2.6288, 11.6931, 15.2331)
H (-3.1135, 13.4920, 14.3379)
H (-3.5468, 12.0127, 13.4344)
H (-5.6312, 12.0103, 14.5935)
H (-5.2068, 13.5335, 15.3799)
C (-7.4594, 9.2131, 6.4528)
C (-6.4865, 8.5436, 7.4245)
O (-7.0411, 7.2589, 7.6815)
S (-8.1180, 6.7953, 6.6019)
O (-9.1391, 6.0578, 7.2640)
O (-7.5235, 6.1880, 5.4559)
O (-8.5445, 8.3075, 6.2094)
H (-6.9723, 9.4884, 5.5166)
H (-7.8839, 10.1572, 6.7934)
H (-6.3660, 8.9773, 8.4122)
H (-5.5297, 8.4368, 6.9109)

**Total charge**: -1
**Energy relative to the best compared isomer or geometry (same formula, charge and spin)**: 0.00 kcal/mol
**Kohn-Sham gap**: 2.91 eV
**E_LUMO**: -0.424 eV
**HOMO level**: -3.33 eV


What is the formula in the fourth record? C10H21BF7N2O20S6Zr